An isolated molecule of C26H28FN5O4. Source: the OMol25 dataset; level of theory: ωB97M-V with the def2-TZVPD basis set.

```
64
Properties=species:S:1:pos:R:3:forces:R:3:nbo_charge:R:1
C 3.0644 3.6579 -3.4848 0.04 -0.04 0.20 -0.679
C 1.9625 3.6059 -2.4973 -0.79 -0.19 -0.13 0.357
C 0.6749 3.1569 -2.5829 0.45 0.33 0.14 -0.387
C 0.1887 3.3013 -1.2611 1.01 0.19 -0.37 0.306
N -1.0501 2.9661 -0.7483 0.02 0.47 0.25 -0.599
C -1.8993 2.0695 -1.3145 -0.58 0.30 0.37 0.699
O -1.7710 1.6183 -2.4321 0.12 -0.14 -0.34 -0.623
C -3.0468 1.6540 -0.4037 0.09 -0.08 -0.18 -0.482
C -2.5631 0.6154 0.6343 0.06 0.02 0.08 -0.499
C -1.1881 0.0481 0.3068 -0.38 0.09 0.47 0.720
O -0.1808 0.6767 0.6018 0.02 0.18 0.05 -0.662
N -1.1259 -1.1826 -0.2412 0.25 -0.34 -0.16 -0.453
C -2.2620 -1.9066 -0.6870 -0.47 -0.21 -0.19 0.099
C -3.0224 -1.4221 -1.7463 0.15 -0.14 0.17 -0.220
C -4.1190 -2.1377 -2.1911 -0.20 -0.23 0.06 -0.266
C -4.4272 -3.3386 -1.5769 0.10 0.10 0.02 0.396
F -5.4960 -4.0363 -2.0073 0.08 0.04 0.03 -0.320
C -3.6646 -3.8496 -0.5409 -0.16 0.00 -0.17 -0.285
C -2.5733 -3.1274 -0.0957 -0.03 0.19 -0.07 -0.153
C 0.1721 -1.8646 -0.3573 0.21 -0.08 0.11 -0.151
C 0.6133 -2.3324 1.0497 -0.01 0.24 -0.46 0.680
O 0.4735 -3.4946 1.3810 -0.10 -0.46 0.08 -0.640
N 1.1074 -1.3684 1.8312 0.12 0.30 0.24 -0.632
C 1.4267 -1.5601 3.2303 -0.08 -0.40 0.12 -0.062
C 0.3621 -0.8939 4.1141 0.01 0.03 -0.09 -0.406
C 0.8508 0.5461 4.2282 0.01 -0.06 0.18 -0.411
C 2.3537 0.3749 4.4435 0.02 0.12 0.00 -0.405
C 2.7411 -0.8343 3.5774 0.08 -0.02 0.09 -0.416
C 1.1734 -1.0394 -1.1334 0.25 0.08 -0.27 0.034
C 2.5129 -0.9424 -0.7760 -0.09 -0.07 -0.15 -0.263
C 3.3646 -0.2014 -1.5809 0.07 -0.17 0.22 0.049
N 2.9864 0.3923 -2.6990 0.33 0.23 -0.27 -0.446
C 1.7184 0.2707 -3.0559 -0.27 -0.21 -0.02 0.062
C 0.7754 -0.4172 -2.3127 0.16 -0.10 0.09 -0.257
N 1.1054 3.8164 -0.4752 -1.08 -0.24 0.76 -0.179
O 2.2083 4.0055 -1.2398 0.52 0.03 -0.61 -0.270
H 2.6795 3.9129 -4.4682 0.00 0.06 -0.05 0.230
H 3.8056 4.3890 -3.1740 0.06 0.08 -0.06 0.235
H 3.5359 2.6750 -3.5366 0.05 -0.01 -0.02 0.264
H 0.1404 2.7834 -3.4272 -0.03 -0.09 -0.20 0.255
H -1.1401 3.1710 0.2375 -0.10 -0.13 -0.08 0.419
H -3.8243 1.2177 -1.0311 0.10 0.11 0.00 0.238
H -3.4588 2.5288 0.0994 -0.03 -0.03 0.00 0.228
H -3.2931 -0.1872 0.7345 -0.01 0.11 0.04 0.240
H -2.4468 1.1022 1.6054 0.07 -0.13 -0.06 0.239
H -2.7459 -0.4966 -2.2285 0.06 0.12 -0.06 0.251
H -4.7231 -1.7819 -3.0104 -0.08 0.02 -0.09 0.234
H -3.9261 -4.7965 -0.0969 -0.05 -0.10 0.03 0.236
H -1.9549 -3.5120 0.7012 0.09 -0.03 0.10 0.242
H -0.0160 -2.7808 -0.9314 0.05 0.19 0.25 0.256
H 1.0651 -0.4109 1.4959 -0.03 -0.21 -0.15 0.440
H 1.4794 -2.6396 3.3898 0.01 0.18 -0.01 0.236
H 0.3530 -1.3671 5.0965 -0.02 -0.02 0.09 0.206
H -0.6328 -0.9798 3.6778 -0.05 -0.10 0.03 0.210
H 0.6603 1.0809 3.2963 -0.06 0.08 -0.06 0.205
H 0.3733 1.0891 5.0424 -0.05 0.09 -0.04 0.213
H 2.5491 0.1598 5.4950 0.02 0.04 0.04 0.199
H 2.9129 1.2679 4.1712 0.06 0.04 0.08 0.215
H 3.4253 -1.4965 4.1053 0.06 -0.01 -0.05 0.218
H 3.2318 -0.5119 2.6592 0.06 -0.06 -0.02 0.211
H 2.8945 -1.4372 0.1024 0.06 0.02 0.07 0.228
H 4.4085 -0.0854 -1.3202 0.08 -0.05 0.10 0.192
H 1.4489 0.7393 -3.9920 -0.13 0.04 -0.07 0.190
H -0.2478 -0.4603 -2.6499 -0.12 0.02 -0.04 0.230
```
Forces are in eV/Å.

Values from the calculation:
Frontier orbital gap   0.3527 hartree
Energy   -1682.207809 Eh
E_LUMO   0.01794 Eh
Energy relative to the best compared isomer or geometry (same formula, charge and spin)   0.157 eV
SMILES   Cc1cc(NC(=O)CCC(=O)N(c2ccc(F)cc2)[C@H](C(=O)NC2CCCC2)c2ccncc2)no1
HOMO energy   -9.11 eV
Molar mass   493.54 g mol⁻¹